(1)
# C3H2OS2

C3H2OS2 in the gas phase in a non-equilibrium geometry (ωB97M-V with the def2-TZVPD basis set, the OMol25 dataset).

XYZ file:
```
8
Properties=species:S:1:pos:R:3:forces:R:3:nbo_charge:R:1
O 0.80678 -0.80149 -1.48700 -0.5 -0.2 1.3 -0.462
C 0.26063 -0.39399 -0.47435 -0.1 1.7 -1.2 0.431
C -1.10031 0.27301 -0.60478 -0.3 -0.9 -0.1 -0.380
S -1.52210 1.70200 -0.04026 0.2 0.2 0.1 0.169
C 0.98556 -0.17537 0.80924 -0.5 -0.9 1.6 -0.365
S 0.33428 -0.09508 2.30798 0.5 0.0 -1.5 0.173
H -1.81143 -0.28951 -1.19922 0.0 -0.2 -0.2 0.216
H 2.04659 -0.21956 0.68840 0.7 0.1 -0.1 0.218
```
Positions in Å, forces in eV/Å.

Multiplicity = 1
E_LUMO = -1.9 eV
HOMO-LUMO gap = 0.2615 hartree



(2)
# C2H10NO3

3 unconnected molecules or ions with the total composition C2H10NO3 in a non-equilibrium geometry (ωB97M-V with the def2-TZVPD basis set, the OMol25 dataset).

XYZ file:
```
16
Properties=species:S:1:pos:R:3:forces:R:3:nbo_charge:R:1
C -0.50377 1.59022 -1.37682 -0.1 0.3 0.3 -0.415
N -1.26499 1.23260 -0.18199 -0.1 -0.1 -0.1 -0.672
C -1.40322 -0.22542 -0.06249 -0.2 -1.2 0.3 0.117
O -0.27473 -0.90075 0.31995 0.0 0.6 -0.2 -0.963
H 0.56209 1.39933 -1.23948 0.2 -0.1 -0.3 0.172
H -0.65427 2.65002 -1.60962 0.1 0.0 0.0 0.167
H -0.87841 1.02331 -2.22853 0.1 -0.1 0.0 0.182
H -0.69167 1.48013 0.62368 -0.3 0.2 -0.1 0.351
H -1.82089 -0.61015 -1.01387 0.2 0.3 -0.3 0.096
H -2.22428 -0.44507 0.64915 0.0 0.4 0.2 0.101
H 2.26870 -1.09640 -1.31525 0.2 -0.2 0.0 0.439
H 1.00963 -1.46521 -0.57185 -0.4 -0.3 0.2 0.517
O 1.80533 -1.88491 -1.01436 0.1 0.4 -0.2 -1.012
H 0.48779 0.02148 1.43005 0.3 -0.4 0.0 0.500
H 1.11834 -0.42899 2.72736 0.1 0.0 0.0 0.449
O 1.07222 0.36339 2.18526 -0.2 0.1 0.0 -1.030
```
Positions in Å, forces in eV/Å.

Multiplicity = 1
E_LUMO = 4.2 eV
HOMO-LUMO gap = 0.2971 hartree
Charge = -1



(3)
# C3H2BeO3

A molecular structure, C3H2BeO3 in a non-equilibrium geometry (ωB97M-V with the def2-TZVPD basis set, the OMol25 dataset).

XYZ file:
```
9
Properties=species:S:1:pos:R:3:forces:R:3:mulliken_spin:R:1
O 1.16536 0.24343 -0.25748 0.5 -0.3 -0.6 0.012
C 0.98149 1.03082 0.83262 -2.6 -0.8 0.8 0.011
C 0.02678 1.21411 1.59811 2.1 0.3 0.3 -0.009
O -0.89515 -0.49309 0.05538 1.9 0.4 -0.2 0.352
C 0.12086 -0.47225 -0.65022 1.5 2.5 -0.9 0.162
O 0.14910 -0.85925 -1.87874 -0.3 -0.9 0.8 -0.013
Be -2.06989 -1.22233 0.06227 -3.4 -1.9 0.2 0.487
H -0.49622 1.30442 2.53495 0.0 0.4 -0.3 -0.003
H 1.01768 -0.74588 -2.29688 0.2 0.1 -0.1 0.001
```
Positions in Å, forces in eV/Å.

Multiplicity = 2
E_LUMO (alpha / beta) = -5.3 / -5.3 eV
HOMO-LUMO gap (alpha / beta) = 0.2687 / 0.3668 hartree
Charge = +1



(4)
# C9H7CaF5I2

A molecular structure, C9H7CaF5I2 in a non-equilibrium geometry (ωB97M-V with the def2-TZVPD basis set, the OMol25 dataset).

XYZ file:
```
24
Properties=species:S:1:pos:R:3:forces:R:3:nbo_charge:R:1
Ca -0.29291 -0.70654 0.25078 -0.3 0.0 -0.2 1.663
I 1.95945 -2.04628 -1.84164 0.2 -0.4 0.9 0.186
C 2.46043 -3.21293 -0.08464 -4.0 0.8 1.1 -0.657
I 2.54279 -2.11689 1.84824 -0.1 -0.3 -1.2 0.107
H 3.37064 -3.63961 -0.20840 2.7 -1.2 -0.4 0.196
H 1.63985 -3.97237 0.10819 1.2 1.0 -0.5 0.246
C 1.00169 4.01226 0.15403 1.3 3.3 0.2 -0.225
C -0.27897 3.82466 -0.21398 -1.5 -0.7 -1.3 -0.229
C -0.66252 2.53498 -0.58273 -0.4 -0.2 -0.3 -0.243
C 0.21289 1.41986 -0.57279 0.4 0.8 0.7 -0.631
C 1.54367 1.73459 -0.10876 -2.1 0.3 -0.7 -0.295
C 1.92945 3.01196 0.22396 -0.2 -0.4 -0.3 -0.226
H 1.30537 5.08826 0.19062 0.1 -1.0 0.5 0.200
H -0.93404 4.67529 -0.45356 0.2 -0.4 0.5 0.207
H -1.68507 2.47448 -0.98152 0.3 -0.5 0.2 0.193
H 2.28883 0.99436 -0.16189 1.0 -1.1 0.1 0.174
H 2.94681 3.25535 0.37172 1.0 0.2 0.4 0.201
F -3.63702 -1.24602 -0.85481 -0.2 0.1 0.5 -0.341
C -2.52529 -1.61236 -0.18896 0.8 -1.3 0.0 0.088
F -2.45169 -0.80289 1.10716 -0.5 -0.4 -0.5 -0.494
C -2.72154 -3.07689 0.36918 1.8 1.3 -1.2 0.886
F -3.76536 -3.31441 1.09395 -1.0 -0.4 0.8 -0.295
F -2.66346 -4.00919 -0.62667 0.0 0.8 0.7 -0.329
F -1.58399 -3.26965 1.16251 -0.5 -0.3 -0.3 -0.382
```
Positions in Å, forces in eV/Å.

Multiplicity = 1
E_LUMO = -1.6 eV
HOMO-LUMO gap = 0.2303 hartree



Per-record ΔE to the lowest compared entry with this formula, charge and spin, kcal per mole: 45.2 4.4 80.1 6.1